This record from OMol25 describes a structure of composition C39H28F4N6O6PdTe. The level of theory is ωB97M-V/def2-TZVPD.

- E_HOMO (spin up / spin down): -11.8 / -11.8 eV
- E: -3077.91227 hartree
- Energy relative to the best compared isomer or geometry (same formula, charge and spin): 5.3 kcal per mole
- LUMO energy (spin up / spin down): -5.7440 / -5.7396 eV
- <S²>: 0.7553

```
! wB97M-V def2-TZVPD RIJCOSX def2/J DEFGRID3
* xyz 1 2
Te -0.011 3.606 0.754
Pd -0.105 0.438 -0.315
F 0.087 -2.544 2.633
F 4.402 -4.915 4.915
F 4.548 -4.147 2.404
F -0.062 -3.287 5.142
O 0.602 0.868 -2.169
O -3.985 -0.191 0.980
O 1.769 1.500 0.949
O 2.724 0.190 2.528
O -1.601 -0.129 5.519
O -2.227 0.044 -0.379
N 3.905 -5.840 7.770
N -0.589 0.391 1.623
N 0.600 -1.540 -0.118
N -0.228 2.383 -0.855
N 0.082 -4.107 8.038
N 4.332 -3.374 -0.563
C -3.136 3.343 1.196
C 0.383 0.465 2.536
C -1.518 4.861 -0.072
C -1.275 5.896 -0.975
C 3.348 -4.360 4.353
C 0.063 6.341 -1.511
C 1.138 -3.128 3.199
C 1.837 7.272 2.057
C 1.059 -3.511 4.478
C 3.123 -5.269 7.153
C -4.841 7.098 -1.621
C 2.389 -2.951 1.079
C -3.677 6.315 -1.087
C 2.773 5.091 0.614
C 3.151 7.272 1.609
C 3.422 -3.969 3.072
C 0.945 6.237 1.806
C -2.803 -0.042 0.783
C 1.445 5.174 1.035
C 0.580 2.106 -1.911
C 4.064 8.418 1.940
C 2.317 -3.333 2.384
C 3.502 -3.184 0.208
C -0.427 6.335 2.425
C -1.847 0.090 1.956
C 1.346 -2.213 0.432
C 3.602 6.174 0.898
C 3.365 3.930 -0.127
C -1.223 0.026 4.246
C 1.783 0.737 1.984
C 1.369 3.080 -2.692
C 2.078 -4.567 6.465
C -2.831 4.517 0.302
C 2.156 -4.173 5.169
C 0.943 -4.306 7.305
C -2.213 -0.086 3.267
C -2.377 6.607 -1.457
C 0.101 0.274 3.870
C -3.884 5.255 -0.207
H -5.359 7.616 -0.813
H 4.293 3.612 0.347
H 0.329 7.322 -1.114
H 1.654 2.624 -3.638
H 2.717 3.057 -0.139
H 1.483 8.108 2.651
H -1.192 6.591 1.696
H 3.609 4.211 -1.153
H 3.662 9.360 1.564
H 0.004 6.435 -2.596
H 4.171 8.520 3.021
H -2.197 7.414 -2.159
H -4.521 7.841 -2.350
H 0.886 5.672 -1.280
H -3.242 -0.312 3.510
H 4.632 6.143 0.560
H 5.054 8.274 1.513
H -0.416 7.109 3.188
H -0.732 5.405 2.916
H -4.894 4.993 0.084
H -4.193 3.311 1.450
H -0.855 -0.025 6.121
H -5.565 6.437 -2.098
H -2.573 3.368 2.133
H 0.793 3.985 -2.866
H -2.903 2.410 0.677
H 2.274 3.327 -2.145
H 0.912 0.311 4.587
*
```